Below is a 2-piece molecular cluster, C3H9NO2S overall in a non-equilibrium geometry, with properties calculated with the ωB97M-V functional and the def2-TZVPD basis.

Computed properties:
Lowest unoccupied orbital energy (alpha / beta), eV: -4.3148 / -9.5763
Energy relative to the best compared isomer or geometry (same formula, charge and spin), kJ/mol: 215.3
Expectation value of S²: 0.754
Highest occupied orbital energy (alpha / beta), eV: -13.2 / -13.2
Kohn-Sham gap (alpha / beta), eV: 8.89 / 3.63

Geometry as ORCA input:
```
! RIJCOSX wB97M-V def2-TZVPD def2/J DEFGRID3
* xyz 1 2
S -1.77917 2.19131 -2.58171
O 0.86406 -1.35070 -1.71843
O 2.43828 -3.23197 5.43686
N -0.42052 1.42206 0.18838
C 0.50193 -0.66269 -0.81507
C -1.25841 0.62112 -1.96138
C -0.01164 0.74976 -1.03693
H -3.09852 2.15014 -2.28569
H 3.19910 -3.18977 4.84550
H 0.73384 1.30260 -1.61218
H 0.37535 1.76564 0.71884
H -2.02809 0.07556 -1.39782
H 1.63856 -3.17594 4.90892
H -0.93830 2.25954 -0.06002
H -1.08493 -0.03116 -2.83577
H 0.86847 -0.89550 0.20648
*
```

Below is C22H26BeBrN10S as an isolated structure in a non-equilibrium geometry, with properties calculated with the ωB97M-V functional and the def2-TZVPD basis.

Computed properties:
Lowest unoccupied orbital energy (alpha / beta), eV: -2.7895 / -2.7922
Highest occupied orbital energy (alpha / beta), eV: -8.8 / -9.0
Kohn-Sham gap (alpha / beta), eV: 6.03 / 6.22

Geometry as ORCA input:
```
! RIJCOSX wB97M-V def2-TZVPD def2/J DEFGRID3
* xyz 1 1
Br -0.30696 -1.27328 6.99934
S -1.17606 1.33750 -0.00771
N 2.14805 3.70330 -0.05342
N 0.20591 -0.85253 -0.99258
N -3.12724 -0.25516 -1.64021
N 2.90248 1.97018 -1.40803
N 0.86879 -1.19880 0.06470
N 1.84069 1.51483 0.62720
N 0.16000 1.13116 3.03147
N 0.43545 3.59559 1.41696
N -1.89554 -0.76292 -1.66922
N 1.32939 5.71843 0.72292
C 3.38411 0.56958 -1.62069
C -1.15307 -0.23911 4.56192
C 2.30154 2.35078 -0.24296
C -5.47115 -0.25027 -2.47956
C 1.06091 0.49118 5.15236
C 1.30485 -2.47980 0.05885
C -0.93313 -0.18376 -0.84471
C -0.98592 0.49685 3.35005
C -6.18935 -2.31449 -3.49581
C 2.49131 -4.24257 1.22850
C 1.99047 -2.95732 1.17769
C 1.17651 1.03713 3.88762
C -0.06571 -0.24843 5.40734
C 2.41600 -5.05058 0.05834
C -4.20869 -0.91532 -2.28379
C -6.45286 -0.99720 -3.04011
C 1.16102 -3.35249 -1.04856
C 1.71466 -4.58864 -1.05761
C -5.01958 -2.92975 -3.23954
C 1.20256 4.33013 0.69269
C -3.99412 -2.25125 -2.59314
C 3.24335 2.98915 -2.44486
Be 0.44175 1.89107 1.46602
H -5.55074 0.84853 -2.34309
H -0.21307 4.00958 2.05700
H 3.04232 -5.97777 0.03536
H 0.53348 -2.93104 -1.87265
H 4.18131 3.59365 -2.21578
H -2.11053 -0.79306 4.74766
H 2.87023 4.28005 -0.50066
H -1.73837 0.51216 2.57201
H 3.47610 2.49275 -3.44668
H -4.87989 -3.91079 -3.67166
H 2.90644 -4.68938 2.16943
H 4.15402 0.34905 -0.85898
H 2.34508 -2.22438 1.91357
H 2.38117 3.67843 -2.62187
H 0.79527 6.24469 1.41641
H -7.42642 -0.55694 -3.24222
H -7.05864 -2.78962 -4.01042
H -2.95255 -2.63251 -2.43713
H -3.23269 0.68250 -1.22900
H 2.51698 -0.08686 -1.56730
H 1.97183 6.17171 0.04465
H 1.90020 0.52557 0.33466
H 2.11799 1.45093 3.55317
H 3.84270 0.55459 -2.59943
H 1.84819 0.68631 5.89456
H 1.47923 -5.27133 -1.86302
*
```

Below is one molecule with the formula C3H5N3 in a non-equilibrium geometry, with properties calculated with the ωB97M-V functional and the def2-TZVPD basis.

Computed properties:
Lowest unoccupied orbital energy, eV: 0.9588
Energy relative to the best compared isomer or geometry (same formula, charge and spin), kJ/mol: 60.9
Highest occupied orbital energy, eV: -9.0
SMILES: [H]/N=C1\CN=CN1
Kohn-Sham gap, eV: 10.00

Geometry as ORCA input:
```
! RIJCOSX wB97M-V def2-TZVPD def2/J DEFGRID3
* xyz 0 1
N 0.71113 -1.44936 0.06043
N -1.27869 1.59579 0.16532
N 0.91126 0.79813 -0.12602
C -0.45118 0.63675 0.11252
C 1.47987 -0.47340 -0.20507
C -0.61309 -0.87688 0.18328
H 2.40202 -0.72044 -0.70454
H -1.15164 -1.22429 1.06418
H -1.14825 -1.22091 -0.70997
H 1.35939 1.70473 -0.13589
H -2.22081 1.22989 0.29577
*
```

Number 1: molar mass 123.2 g/mol. Number 2: molar mass 551.5 g/mol. Number 3: molar mass 83.1 g/mol.